Computed, not measured: a molecular structure, C20H26N4O3Tc at a distorted geometry, with ωB97M-V with the def2-TZVPD basis set.

Last column: Mulliken spin population.
Positions of all 54 atoms, in Å:
N -0.9190 -2.0659 -2.6164  0.00
C -1.3514 -3.1412 -2.6005  0.00
C -1.8769 -4.4929 -2.6590  0.00
H -1.2452 -5.1549 -2.0481  0.00
H -1.8513 -4.8497 -3.7002  0.00
H -2.9157 -4.5026 -2.2996  0.00
N -0.0440 3.3308 -2.8026  -0.05
C -0.1984 4.4696 -3.0104  0.05
C -0.4210 5.8602 -3.3339  0.00
H -0.4466 5.9996 -4.4210  0.00
H 0.4129 6.4445 -2.9181  0.00
H -1.3688 6.1957 -2.8892  0.00
N 2.8334 0.3066 1.8256  0.00
C 3.5543 0.1696 2.7252  0.00
C 4.4626 0.0078 3.8469  0.00
H 4.2062 0.7402 4.6272  0.00
H 5.4956 0.1816 3.5100  0.00
H 4.3838 -1.0201 4.2346  0.00
Tc 0.5858 1.6916 -1.5653  1.86
C 1.1081 2.6905 -0.0324  -0.10
O 1.4637 3.2714 0.9185  0.11
C -1.1877 0.9575 -1.6149  -0.11
O -2.2633 0.5133 -1.5884  0.12
C 1.5386 -0.1741 -3.3217  0.03
C 1.9279 -0.8339 -2.1588  0.02
C 2.8078 -0.2163 -1.2594  0.07
C 3.1970 1.1011 -1.4400  -0.05
C 2.5361 1.8962 -2.4414  0.05
C 1.7873 1.2110 -3.4596  -0.01
H 0.9879 -0.7197 -4.0868  0.01
H 1.6113 -1.8624 -1.9834  0.00
H 3.2023 -0.7951 -0.4228  0.01
H 3.9326 1.5539 -0.7775  0.00
H 2.8141 2.9549 -2.5676  0.01
H 1.5517 1.7151 -4.4020  0.00
O -0.1061 -0.6418 0.3335  0.22
C -0.7193 -0.8086 1.3881  -0.10
C -1.7144 0.2000 1.9346  0.02
C -3.1591 -0.2881 1.8185  0.01
C -3.5934 -1.1616 2.9901  0.00
C -2.8176 -2.4650 3.1430  0.12
C -1.3186 -2.2698 3.3452  0.04
N -0.5796 -1.9337 2.1288  0.62
H -1.4375 0.4277 2.9747  0.00
H -1.5790 1.1017 1.3323  0.00
H -3.8215 0.5862 1.7753  0.00
H -3.3142 -0.8142 0.8635  0.00
H -3.4859 -0.5925 3.9218  0.00
H -4.6473 -1.4198 2.8449  0.02
H -3.2005 -3.0225 4.0090  0.01
H -2.9720 -3.0992 2.2645  -0.01
H -1.1557 -1.5025 4.1168  0.06
H -0.8839 -3.2013 3.7080  -0.01
H 0.1943 -2.5289 1.8404  -0.03

Calculated values
2S+1 = 4
Net charge = +4
LUMO (alpha / beta) = -15.23 / -16.36 eV
Kohn-Sham gap (alpha / beta) = 6.56 / 5.43 eV

***

Computed, not measured: a molecular structure, C39H41BF6N3 at a distorted geometry, with ωB97M-V with the def2-TZVPD basis set.

Last column: Mulliken charge in e.
Positions of all 90 atoms, in Å:
F -3.3762 -3.8740 6.5751  -0.29
C -2.8199 -2.7707 6.0144  1.02
F -3.6154 -2.3879 4.9573  -0.26
F -2.8978 -1.7388 6.9274  -0.26
C -1.3928 -2.9307 5.5673  -1.07
N -1.0021 -1.6367 4.9900  0.37
C -0.0771 -0.8461 5.7087  -0.61
C 1.2337 -1.3236 5.8723  0.05
C 2.1636 -0.5549 6.5665  -0.78
C 1.7642 0.6249 7.2099  -0.36
C 0.4402 1.0694 7.0879  -0.85
C -0.4580 0.3867 6.2715  0.02
C -1.3005 -1.3564 3.6780  1.98
C -1.1011 -0.0410 3.1857  -0.65
C -1.5442 0.2817 1.9184  -1.00
C -1.9540 -0.7373 1.0397  0.17
C -2.0645 -0.3064 -0.3968  -0.98
C -2.0518 -1.3082 -1.5053  0.62
C -2.8436 -1.2136 -2.6570  -1.58
C -2.6042 -2.1041 -3.7004  -0.49
C -1.4204 -2.8893 -3.7215  1.88
N -1.0956 -3.6708 -4.8036  0.29
C -2.0507 -3.7832 -5.8973  -1.15
C -2.9625 -4.9047 -5.5197  1.01
F -3.9174 -5.1909 -6.4347  -0.28
F -2.2112 -6.0433 -5.3086  -0.27
F -3.5844 -4.6501 -4.3192  -0.25
C 0.1524 -4.2916 -4.9742  0.34
C 0.6800 -5.1883 -4.0207  -0.19
C 1.8762 -5.8599 -4.2889  -0.83
C 2.6511 -5.4913 -5.3981  -0.35
C 2.1504 -4.5591 -6.3185  -0.80
C 0.8504 -4.0657 -6.1728  -0.41
C -0.5814 -2.8835 -2.5869  -0.97
C -0.9483 -2.1535 -1.4783  -1.16
C -2.0393 -2.0620 1.4749  -0.84
C -1.7676 -2.3659 2.8018  -0.70
H -0.7603 -3.1213 6.4420  0.43
H -1.3306 -3.7408 4.8289  0.32
H 1.5019 -2.2748 5.4014  0.42
H 3.2022 -0.8888 6.6042  0.38
H 2.4853 1.2028 7.7950  0.38
H 0.1055 1.9627 7.6145  0.38
H -1.4607 0.7721 6.0694  0.51
H -0.5506 0.6916 3.7947  0.40
H -1.5156 1.3247 1.5795  0.56
H -2.7560 0.5265 -0.5262  0.55
H -3.6437 -0.4761 -2.7410  0.40
H -3.3171 -2.1322 -4.5242  0.17
H -2.6090 -2.8541 -6.0138  0.31
H -1.5190 -4.0423 -6.8120  0.43
H 0.1418 -5.3601 -3.0857  0.59
H 2.2004 -6.6543 -3.6129  0.37
H 3.6429 -5.9326 -5.5464  0.36
H 2.7604 -4.2216 -7.1602  0.38
H 0.3729 -3.4705 -6.9557  0.36
H 0.3802 -3.3936 -2.5834  0.66
H -0.3116 -2.1659 -0.5873  0.40
H -2.3024 -2.8585 0.7759  0.52
H -1.8175 -3.4096 3.1108  0.21
C 2.8408 2.4404 -0.8636  -1.39
C 1.7499 2.9107 0.0855  0.10
N 1.0598 4.2133 -0.2387  0.58
C 0.0364 4.4629 0.8339  -0.15
C -0.8239 5.6955 0.6278  -1.37
C 2.0043 5.3309 -0.3882  -0.54
C 2.8676 5.7925 0.6050  -0.30
C 3.7007 6.8893 0.2717  -0.86
C 3.6720 7.4793 -0.9951  -0.48
C 2.8026 6.9797 -1.9712  -0.99
C 1.9841 5.9101 -1.6445  0.59
B 0.5982 4.5069 -1.8719  0.35
H -1.0831 0.1105 -0.5096  0.13
H 3.3598 1.6178 -0.3516  0.43
H 2.4415 2.0218 -1.7922  0.37
H 3.5839 3.2084 -1.1077  0.30
H 0.9636 2.1454 0.1531  0.01
H 2.1663 3.0285 1.0902  0.39
H -0.5822 3.5600 0.9118  0.19
H 0.6017 4.5484 1.7646  0.42
H -1.3920 5.8579 1.5520  0.44
H -0.2318 6.5977 0.4340  0.29
H -1.5507 5.5592 -0.1783  0.36
H 2.9129 5.3347 1.6044  0.39
H 4.3888 7.2774 1.0257  0.41
H 4.3164 8.3223 -1.2516  0.44
H 2.7263 7.3642 -2.9890  0.43
H 1.2989 5.5771 -2.5140  0.68
H -0.4632 5.0648 -2.0203  -0.03
H 0.8707 3.5296 -2.4843  -0.04

Calculated values
2S+1 = 1
Net charge = +1
LUMO = -2.93 eV
Kohn-Sham gap = 6.08 eV

***

Computed, not measured: 3 unconnected molecules or ions with the total composition C4H15N2O2 at a distorted geometry, with ωB97M-V with the def2-TZVPD basis set.

Last column: Mulliken charge in e.
Positions of all 23 atoms, in Å:
C -1.0241 -0.5267 -1.0675  -0.40
C -0.3067 -1.0304 0.2119  -0.65
C 0.4636 0.0722 0.8245  -0.10
C 1.7856 0.0246 0.9978  -0.85
N -0.2444 1.2272 1.4679  -0.12
N -2.1538 0.3400 -0.7407  -0.50
H -0.2847 -0.0965 -1.7887  0.35
H -1.2815 -1.4811 -1.4914  0.29
H -0.0363 -2.0578 0.0767  0.48
H -1.1406 -1.2711 0.9425  0.32
H 2.3683 -0.8273 0.7034  0.33
H 2.3804 0.9176 1.2280  0.32
H -1.2645 1.0993 1.3057  0.48
H -0.0332 2.1350 1.0207  0.28
H -0.0873 1.1858 2.4789  0.38
H -3.0274 -0.1495 -0.6528  0.21
H -2.1575 1.1927 -1.2720  0.21
H 0.8723 4.1547 0.1519  0.29
H 1.7702 2.9585 -0.4199  0.31
O 1.0190 3.2103 0.1196  -0.62
H 0.5683 -3.7000 -2.2485  0.30
H 0.3492 -4.3198 -0.9295  0.31
O 0.5373 -3.4537 -1.3099  -0.63

Calculated values
2S+1 = 1
Net charge = +1
LUMO = -2.83 eV
Kohn-Sham gap = 9.93 eV

***

Computed, not measured: a single C3H5NO3 molecule at a distorted geometry, with ωB97M-V with the def2-TZVPD basis set.

Last column: Mulliken charge in e.
Positions of all 12 atoms, in Å:
O 0.3088 1.3035 1.4689  -0.60
C -0.2415 1.5923 0.4198  -0.01
N -0.1384 0.8738 -0.7055  -0.15
C 0.6521 -0.3361 -0.7874  -0.42
C 0.0956 -1.5030 0.1360  0.52
O 0.3457 -2.6448 -0.1052  -0.51
O -0.9185 -1.1949 0.9838  -0.49
H -0.7760 2.5492 0.3287  0.41
H -0.9686 0.8808 -1.2789  0.26
H 1.6004 -0.1866 -0.2609  0.24
H 0.6919 -0.8969 -1.7147  0.36
H -0.6514 -0.4374 1.5154  0.39

Calculated values
2S+1 = 1
SMILES string = O=CNCC(=O)O
Net charge = 0
LUMO = 0.58 eV
Kohn-Sham gap = 10.70 eV

***

Computed, not measured: 2 unconnected molecules or ions with the total composition C24H40FN2O6P2S at a distorted geometry, with ωB97M-V with the def2-TZVPD basis set.

Last column: Mulliken charge in e.
Positions of all 76 atoms, in Å:
C 4.4299 -2.4622 -3.7087  -0.80
P 4.8846 -1.1884 -2.4328  0.07
O 5.6578 0.0473 -3.1439  -0.41
N 3.2098 -0.6321 -1.8560  -0.04
C 2.9175 -0.9244 -0.5941  0.38
O 3.8255 -1.5868 0.1483  -0.55
C 1.7044 -0.5705 -0.0240  0.06
S 1.4582 -1.0361 1.6789  1.41
O 0.5018 -0.2228 2.3523  -0.47
O 1.0135 -2.3862 1.6362  -0.59
F 2.7769 -1.0231 2.4890  -0.18
C 0.7616 0.0775 -0.7976  -0.24
C -0.5836 0.4646 -0.2372  -1.76
C -1.5126 -0.7596 0.0060  -0.55
C -1.6003 -1.7805 -1.1468  -0.88
C -2.5437 -1.4011 -2.2790  0.20
C -3.8639 -1.0625 -2.0107  -0.39
C -4.7093 -0.7596 -3.0469  -0.63
C -4.2942 -0.7696 -4.3593  -0.52
C -2.9825 -1.1024 -4.6325  -0.65
C -2.1364 -1.4133 -3.5924  0.04
C 1.0576 0.3656 -2.1666  0.38
C 0.0042 1.0429 -3.0211  -0.86
C 0.1289 2.6069 -3.0843  -0.87
C 0.1379 3.1860 -4.5212  -0.45
O -0.8925 4.1709 -4.6376  -0.55
C 2.2917 0.0136 -2.6490  0.83
P 2.8699 0.3459 -4.3833  0.11
N 1.6686 -0.2142 -5.4555  -0.48
O 2.8491 1.9838 -4.4464  -0.45
H 5.0011 -3.3678 -3.4848  0.37
H 4.5924 -2.1108 -4.7307  0.32
H 3.3745 -2.7388 -3.5731  0.27
H 5.4850 0.0557 -4.1021  0.37
H 3.5053 -2.4923 0.3046  0.37
H -1.0807 1.2140 -0.8550  0.30
H -0.4146 0.9628 0.7246  0.74
H -2.5179 -0.4244 0.2708  0.71
H -1.1213 -1.2924 0.8772  0.41
H -0.6313 -2.0482 -1.5905  0.30
H -1.9946 -2.7072 -0.7067  0.50
H -4.1801 -1.0513 -0.9706  0.42
H -5.7469 -0.5151 -2.8283  0.38
H -4.9704 -0.5128 -5.1678  0.41
H -2.6575 -1.1226 -5.6689  0.39
H -1.1157 -1.6857 -3.8714  0.36
H -0.9938 0.7933 -2.6649  0.09
H 0.0494 0.6367 -4.0348  0.60
H 1.0180 2.8987 -2.5125  0.51
H -0.7405 3.0265 -2.5678  0.46
H -0.0435 2.3733 -5.2354  0.12
H 1.0867 3.6783 -4.7371  0.32
H -0.4679 5.0194 -4.7876  0.35
H 2.0205 -0.3337 -6.3965  0.26
H 1.1545 -1.0251 -5.1300  0.15
H 3.3217 2.2849 -5.2335  0.37
C 1.0008 0.4983 5.6083  -1.15
C -0.2726 -0.3290 5.7272  -0.19
C -1.5307 0.5269 5.8669  -0.66
C -1.5811 1.4061 7.1177  -0.82
C -1.4597 0.6543 8.4425  -0.34
C -2.5962 -0.3342 8.6835  -1.20
H 1.1764 1.0943 6.5047  0.44
H 1.8658 -0.1561 5.4773  0.29
H 0.9457 1.1623 4.7431  0.17
H -0.1865 -1.0220 6.5686  0.35
H -0.3720 -0.9485 4.8317  0.20
H -2.4065 -0.1282 5.8460  0.36
H -1.6191 1.1726 4.9862  0.30
H -2.5229 1.9640 7.1107  0.40
H -0.7892 2.1592 7.0662  0.30
H -1.4551 1.3860 9.2545  0.38
H -0.5003 0.1321 8.4980  0.23
H -3.5622 0.1750 8.6775  0.30
H -2.4792 -0.8198 9.6534  0.38
H -2.6181 -1.1185 7.9249  0.28

Calculated values
2S+1 = 1
Net charge = +1
LUMO = -4.60 eV
Kohn-Sham gap = 6.98 eV

***

Computed, not measured: a gas-phase ion, C10H21N2O2 (charge +1) at a distorted geometry, with ωB97M-V with the def2-TZVPD basis set.

Last column: Mulliken charge in e.
Positions of all 35 atoms, in Å:
C -3.9289 0.4018 -0.7024  -0.91
C -2.9859 0.4545 0.2108  0.49
C -3.1818 0.4509 1.6972  -1.56
C -1.6741 0.3756 -0.3858  0.61
O -1.3019 0.6179 -1.5196  -0.66
N -0.7529 -0.2266 0.4841  0.00
C 0.5766 -0.5721 0.2072  0.16
O 1.0725 -0.9427 1.4041  -0.63
C 0.8457 -1.5528 -1.0413  -0.60
C 0.1628 -2.8973 -0.7582  -1.31
N 1.4589 0.7895 -0.1432  0.25
C 1.3761 1.2970 -1.5280  -0.95
C 0.8633 1.8068 0.7135  -0.86
C 2.8504 0.5401 0.1893  -0.89
H -4.9880 0.2159 -0.6496  0.41
H -3.4334 0.0733 -1.6766  0.21
H -3.4962 -0.4785 2.0325  0.41
H -4.1049 1.0391 1.9222  0.46
H -2.3692 0.9967 2.2824  0.34
H -1.0620 -0.6658 1.4266  0.36
H 1.8545 -1.5469 1.4761  0.46
H 1.8943 -1.5087 -1.2028  0.49
H 0.2697 -1.0510 -1.9001  0.34
H -0.9339 -2.7743 -0.4754  0.28
H 0.6867 -3.6313 -0.0128  0.28
H 0.1564 -3.3384 -1.6856  0.51
H 1.5400 0.4781 -2.1841  0.43
H 0.3777 1.6468 -1.8047  0.39
H 2.1492 2.1124 -1.6430  0.36
H 0.8782 1.4550 1.8391  0.29
H 1.3529 2.7893 0.6444  0.39
H -0.1765 1.8384 0.4399  0.41
H 2.9237 0.0197 1.1798  0.31
H 3.3603 -0.0407 -0.6093  0.39
H 3.5266 1.4860 0.3910  0.35

Calculated values
2S+1 = 1
SMILES string = C=C(C)C(=O)N[C@@](O)(CC)[N+](C)(C)C
Net charge = +1
LUMO = -2.78 eV
Kohn-Sham gap = 10.57 eV

***

- Among the records above, which one has the highest net charge?
  C20H26N4O3Tc